(1)
Computed, not measured: a 10-piece molecular cluster, C46H88Cl2O13 overall, with wB97M-V/def2-TZVPD.

- Charge: 0
- E_LUMO: 0.61 eV
- HOMO-LUMO gap: 9.6 eV
- Structure (SMILES): CC(=O)OCCC[C@H](OC=O)[C@@H](Cl)[C@@H](C)Cl.C1CCOC1.C1CCOC1.C1CCOC1.C1CCOC1.C1CCOC1.C1CCOC1.C1CCOC1.C1CCOC1.C1CCOC1
- DFT total energy: -3703.8798 Eh
- HOMO energy: -8.98 eV

XYZ file:
```
149
Properties=species:S:1:pos:R:3:forces:R:3
C 6.62346 1.61120 -0.14095 0.9 0.6 -0.2
C 6.28349 2.72448 -1.08311 -0.6 1.0 0.4
O 5.57937 3.67495 -0.79773 0.5 -1.0 -0.4
O 6.81521 2.55952 -2.32803 -0.3 -0.5 0.3
C 5.85203 2.71573 -3.36543 0.0 0.2 -0.6
C 4.84711 1.55907 -3.41845 0.0 0.5 0.0
C 3.45424 2.03483 -3.86367 -0.1 -0.8 0.1
C 2.31480 1.57817 -2.91836 0.4 1.1 -0.5
O 1.67029 0.44998 -3.52849 0.7 -0.7 0.1
C 2.19485 -0.75585 -3.19595 -0.4 -0.5 2.0
O 2.31829 -1.18215 -2.05601 0.1 0.8 -2.1
C 1.34368 2.71446 -2.67201 -0.3 -0.4 0.1
Cl 0.61103 3.23380 -4.23058 0.1 -0.1 -0.1
C 0.29860 2.51965 -1.54345 -0.3 0.2 -0.3
C -1.13959 2.86642 -1.88020 0.2 -0.2 0.3
Cl 0.35316 0.87819 -0.84161 -0.2 -0.1 0.2
H 6.88811 2.00734 0.83023 -0.3 0.1 0.3
H 7.48065 1.07201 -0.51791 0.0 -0.3 -0.1
H 5.77637 0.94657 -0.06782 -0.2 -0.2 0.0
H 5.35122 3.67363 -3.28310 -0.1 0.2 0.3
H 6.40918 2.74124 -4.29402 0.3 0.1 -0.1
H 4.80231 1.07333 -2.44743 -0.1 0.0 0.3
H 5.23130 0.80754 -4.09746 0.1 -0.2 -0.1
H 3.41151 3.10586 -4.01379 0.1 0.3 0.1
H 3.23341 1.59082 -4.82665 -0.2 0.1 -0.3
H 2.75915 1.33310 -1.95987 -0.2 -0.4 0.3
H 2.47949 -1.34815 -4.07182 -0.3 0.0 -0.1
H 1.94651 3.55550 -2.36443 0.1 -0.2 0.0
H 0.58972 3.18776 -0.74451 0.3 -0.1 0.2
H -1.51899 2.26885 -2.69733 -0.1 0.0 -0.3
H -1.21473 3.92448 -2.09736 -0.1 0.2 -0.3
H -1.73540 2.65570 -1.00016 -0.2 0.0 0.1
C -4.59680 3.98233 -6.47685 0.0 0.0 -0.1
C -3.43917 3.00704 -6.27783 -0.1 0.0 0.1
C -2.45433 3.85441 -5.48416 -0.1 0.1 -0.1
O -3.24072 4.76097 -4.70450 0.0 0.0 0.0
C -4.59723 4.73288 -5.15172 0.0 -0.1 0.1
H -5.54937 3.49831 -6.68713 0.0 0.0 0.0
H -4.37311 4.66689 -7.29826 0.0 0.0 0.0
H -3.76758 2.15306 -5.68098 0.0 0.0 0.0
H -3.01685 2.62934 -7.20761 0.0 0.0 0.0
H -1.80761 4.43947 -6.14920 0.0 -0.1 0.0
H -1.82509 3.26654 -4.82218 -0.1 0.0 0.0
H -5.20166 4.21136 -4.40128 0.0 0.0 0.0
H -4.96536 5.75563 -5.24151 0.0 0.0 0.0
C 0.58412 -3.37244 1.50557 0.1 0.1 0.1
C -0.84991 -3.84633 1.71144 0.0 -0.1 -0.1
C -1.60693 -2.52694 1.73998 0.0 0.2 0.1
O -0.89100 -1.62238 0.89514 0.0 -0.2 0.1
C 0.38657 -2.18451 0.57459 0.0 0.0 -0.1
H 1.24330 -4.13255 1.08517 0.0 0.0 0.0
H 1.00737 -3.03875 2.45678 0.0 0.0 0.0
H -1.17563 -4.44786 0.85830 0.0 0.0 0.0
H -0.99244 -4.43472 2.61684 0.0 0.0 0.0
H -1.63194 -2.10486 2.75140 0.0 -0.1 0.0
H -2.63290 -2.62427 1.38241 0.0 0.1 -0.1
H 0.36601 -2.49433 -0.47370 0.1 0.0 0.0
H 1.16074 -1.42468 0.69520 -0.1 0.1 -0.1
C 1.03739 1.29595 4.29065 0.0 0.1 0.2
C 2.28679 0.76276 4.98574 0.0 -0.1 -0.1
C 1.76057 -0.52040 5.61909 -0.1 0.0 0.0
O 0.72172 -1.00033 4.76119 0.0 0.1 0.0
C 0.37517 0.01683 3.81251 0.1 -0.2 -0.2
H 1.24827 1.99111 3.47967 0.0 0.0 0.0
H 0.39454 1.80148 5.01618 0.0 0.0 0.0
H 3.05599 0.53105 4.24520 0.0 0.0 0.0
H 2.71340 1.44920 5.71540 0.0 0.0 0.0
H 1.33267 -0.32670 6.60901 0.1 0.0 0.0
H 2.52607 -1.29096 5.71920 0.0 0.0 0.0
H 0.75682 -0.28484 2.83174 -0.1 0.1 -0.1
H -0.71053 0.09933 3.74713 0.0 -0.1 0.0
C -4.29611 0.79076 4.46637 0.1 -0.1 -0.1
C -3.34032 1.52446 5.40383 -0.1 0.0 0.0
C -2.73521 2.56329 4.46980 0.1 0.0 -0.1
O -3.73881 2.88037 3.50701 0.0 0.0 0.0
C -4.80968 1.92944 3.59615 0.0 0.1 0.1
H -5.09710 0.26142 4.97990 0.0 0.0 0.0
H -3.74319 0.06879 3.85959 0.0 0.0 0.0
H -3.90065 2.01519 6.20310 0.0 0.0 0.0
H -2.58970 0.87935 5.86055 0.0 0.0 0.0
H -1.86579 2.15729 3.94001 0.0 0.0 0.1
H -2.43269 3.47501 4.98778 0.0 0.0 0.0
H -5.67505 2.41646 4.04908 -0.1 0.0 0.0
H -5.08389 1.60483 2.59170 0.0 0.0 0.0
C 0.43690 -4.72409 -2.08181 0.0 0.0 0.0
C 0.27503 -6.17240 -2.53067 0.1 0.1 -0.2
C -1.23590 -6.28687 -2.64832 -0.1 0.0 0.1
O -1.71538 -4.98923 -3.01662 0.0 0.0 0.0
C -0.66917 -4.02704 -2.86223 0.0 0.0 -0.1
H 1.42376 -4.30676 -2.28229 0.0 0.0 0.0
H 0.24595 -4.64768 -1.01012 0.0 0.0 0.0
H 0.74259 -6.31649 -3.50900 0.0 0.0 0.0
H 0.69517 -6.89472 -1.83907 0.0 0.0 0.1
H -1.68485 -6.56408 -1.68775 0.0 -0.1 0.0
H -1.55181 -7.01179 -3.40009 0.0 0.0 0.0
H -0.32182 -3.72526 -3.85739 0.0 0.0 0.0
H -1.06437 -3.14614 -2.35315 0.0 0.0 0.0
C -0.39188 -10.44996 0.86382 0.1 0.0 -0.1
C 0.56158 -9.70429 1.79373 -0.1 0.0 0.1
C 1.17705 -8.68178 0.84883 0.0 0.0 -0.1
O 0.17353 -8.37873 -0.12507 0.0 -0.1 0.1
C -0.89645 -9.32381 -0.02733 0.0 0.1 0.1
H -1.19651 -10.96790 1.38272 0.0 0.0 0.0
H 0.15940 -11.18301 0.27082 0.0 0.0 0.0
H -0.00189 -9.19918 2.58121 0.0 0.0 0.0
H 1.30620 -10.34346 2.26500 0.0 0.0 0.0
H 2.05121 -9.09297 0.33238 0.0 0.0 0.0
H 1.47433 -7.76139 1.35295 0.0 0.0 0.0
H -1.76346 -8.82336 0.41698 0.0 0.0 0.0
H -1.16755 -9.66060 -1.02842 0.0 0.0 0.0
C 2.18045 7.16145 -1.49241 0.0 0.0 0.1
C 3.36828 6.80038 -0.60220 0.0 0.0 -0.1
C 2.89138 5.51174 0.04817 0.0 0.0 0.2
O 2.03262 4.87445 -0.91161 0.2 0.4 0.3
C 1.72361 5.79034 -1.96842 0.1 0.2 0.0
H 2.43346 7.82776 -2.31546 0.0 0.0 0.0
H 1.39588 7.63521 -0.89834 0.0 0.0 0.0
H 4.25166 6.60570 -1.21426 0.0 0.0 0.0
H 3.62052 7.56927 0.12607 0.0 0.0 0.0
H 2.30768 5.71303 0.95333 0.0 0.0 0.0
H 3.70811 4.83807 0.29902 0.0 -0.1 -0.1
H 2.26965 5.48349 -2.86902 0.0 0.1 0.0
H 0.65465 5.74528 -2.18204 0.0 -0.1 0.0
C -9.84992 4.02531 4.41030 0.1 0.1 0.0
C -9.89620 3.77928 2.90475 -0.1 -0.1 0.0
C -8.50466 3.22080 2.64090 0.1 0.1 0.0
O -8.11914 2.52442 3.82954 -0.1 0.0 0.0
C -9.02393 2.83992 4.89022 0.0 -0.1 0.0
H -10.83149 4.07185 4.87912 0.0 0.0 0.0
H -9.32628 4.96030 4.62098 0.0 0.0 0.0
H -10.65498 3.02920 2.67095 0.0 0.0 0.0
H -10.10910 4.67221 2.31954 0.0 0.0 0.0
H -7.78162 4.02260 2.45714 0.0 0.0 0.0
H -8.47565 2.53012 1.79787 0.0 0.0 0.0
H -9.65656 1.96612 5.08082 0.0 0.0 0.0
H -8.45308 3.05697 5.79388 0.0 0.0 0.0
C 6.21279 -3.46143 0.75758 0.0 0.0 0.1
C 4.84935 -3.26432 0.09591 0.1 -0.1 -0.1
C 4.89563 -1.78817 -0.26653 0.0 0.1 0.1
O 6.27098 -1.47664 -0.51957 0.1 -0.1 0.0
C 7.10473 -2.54882 -0.07648 -0.1 -0.1 -0.1
H 6.55574 -4.49486 0.76444 0.0 0.0 0.0
H 6.17758 -3.10694 1.79028 0.0 0.0 0.0
H 4.77768 -3.87119 -0.80965 0.0 0.0 0.0
H 4.00799 -3.51475 0.73994 0.0 0.0 0.0
H 4.55209 -1.16168 0.56717 -0.1 -0.1 0.0
H 4.30146 -1.54389 -1.14252 0.1 0.0 0.0
H 7.50022 -3.06883 -0.95570 0.0 0.0 0.0
H 7.94375 -2.14353 0.49117 0.0 0.1 0.0
```
Forces are in eV/Å.

***

(2)
Computed, not measured: an isolated ion of composition C6H15N2 and charge +1, with wB97M-V/def2-TZVPD.

- Charge: +1
- Relative energy (zero: lowest compared OMol25 entry of this formula, charge and spin): 376.6 kJ/mol
- E_LUMO: -4.91 eV
- HOMO-LUMO gap: 10.1 eV
- Structure (SMILES): C/N=[N+](/C)C(C)(C)C
- DFT total energy: -346.7691 Eh
- HOMO energy: -14.99 eV

XYZ file:
```
23
Properties=species:S:1:pos:R:3:forces:R:3
C 2.31686 -0.81783 0.11743 0.6 -2.5 0.2
N 1.68765 0.38880 -0.10268 0.6 3.3 0.2
N 0.53075 0.79966 -0.11839 0.8 -2.7 1.1
C 0.37177 2.10151 -0.66498 -1.6 2.9 -0.3
C -0.64261 -0.14576 0.16970 -0.9 -0.1 -0.8
C -1.95205 0.60647 0.18363 -1.3 1.4 0.8
C -0.45789 -1.03055 -1.03092 -2.2 -1.2 -2.2
C -0.60703 -0.99675 1.44275 2.3 0.5 1.0
H 1.69586 -1.71385 0.34100 0.7 0.6 -0.4
H 3.18024 -0.81652 0.83458 -0.9 0.8 -0.3
H 2.87330 -0.82786 -0.85178 -0.3 -0.9 0.4
H -0.27406 2.71200 -0.02637 -0.3 -0.4 -0.1
H 0.02926 2.28124 -1.71648 0.0 -1.3 0.8
H 1.28123 2.62734 -0.61277 1.5 0.1 0.1
H -1.99827 1.31082 1.06074 0.0 -1.1 -0.4
H -2.30322 1.29059 -0.60287 0.9 -0.5 -0.6
H -2.76013 -0.14029 0.23630 0.3 0.3 0.4
H 0.33452 -1.73650 -0.89487 0.4 -0.2 -0.1
H -0.27988 -0.42788 -1.94808 -0.1 -0.5 0.5
H -1.36347 -1.68174 -1.27205 0.9 1.0 0.6
H 0.41001 -1.24797 1.78419 -0.1 0.4 -0.2
H -1.04963 -0.56222 2.31657 -0.5 0.7 0.2
H -1.02319 -1.97268 1.35535 -0.8 -0.6 -0.8
```
Forces are in eV/Å.